# 1
Formula: C2HClN2O
Source: the Open Molecules 2025 dataset
Level of theory: ωB97M-V/def2-TZVPD

The calculation puts the relative energy (zero: lowest compared OMol25 entry of this formula, charge and spin) at 83.57 kcal/mol. The LUMO energy (spin up / spin down) is -0.039 / -0.039 Ha.

Each line ends with the Löwdin charge.
Geometry (Å):
N 1.28 -0.59 0.74  0.0851
C -0.39 -0.30 -0.18  -0.6637
H -0.86 -0.95 0.42  0.0365
O 2.19 -0.64 0.03  0.0498
C -0.74 0.99 0.25  -0.3411
N -1.04 2.01 0.64  0.1707
Cl -0.44 -0.52 -1.90  0.6626

=====

# 2
Formula: C46H92O25
Source: the Open Molecules 2025 dataset
Level of theory: ωB97M-V/def2-TZVPD

The calculation puts the relative energy (zero: lowest compared OMol25 entry of this formula, charge and spin) at 16.84 kcal/mol. The LUMO energy is 0.017 Ha.

Each line ends with the Löwdin charge.
Geometry (Å):
H -17.93 -0.76 19.68  0.1031
H -21.85 5.44 15.28  0.1094
H -14.75 10.40 17.97  0.0996
H -23.46 6.22 24.39  0.1040
H -22.34 7.18 22.14  0.0447
H -16.08 5.50 24.20  0.1194
H -14.12 8.04 19.52  0.0877
H -20.89 -3.45 21.16  0.0966
H -22.42 4.92 22.66  0.0974
C -18.15 7.17 22.88  -0.0038
H -22.22 7.54 16.36  0.1082
C -21.75 7.51 21.36  0.0306
H -18.30 -0.33 15.48  0.0773
O -17.97 2.16 15.04  0.1079
O -15.65 1.99 20.71  -0.1342
H -19.43 3.29 26.32  0.0645
C -19.45 4.03 19.18  0.0144
H -15.31 2.93 27.08  0.1392
O -19.68 2.37 21.40  0.1263
C -18.28 2.71 23.51  -0.0058
H -15.00 8.58 15.89  0.1230
O -15.77 7.38 17.29  -0.1643
C -19.46 7.46 20.94  -0.6331
H -21.69 2.51 23.32  0.1152
C -20.62 -2.42 21.10  -0.2110
C -22.02 3.27 24.08  -0.2558
C -21.31 5.54 16.22  -0.2305
H -12.70 2.81 21.88  0.1164
H -18.00 7.97 28.44  0.0990
H -21.61 6.81 17.88  0.0820
H -23.03 3.31 20.85  0.1171
C -16.35 -1.81 28.18  0.0060
H -16.51 9.14 16.76  0.1144
O -19.04 5.71 26.66  0.0849
C -17.55 -1.26 18.75  0.0223
H -25.16 3.51 18.53  0.1046
H -19.36 6.61 14.65  0.1192
C -16.33 4.16 16.08  -0.0393
H -20.33 -0.85 23.83  0.1327
C -15.38 3.34 20.29  -0.1766
C -14.04 4.72 26.48  -0.1836
H -16.77 -1.81 29.16  0.0836
H -13.48 4.31 20.23  0.0959
H -16.20 -2.79 27.71  0.1013
H -15.71 4.01 21.03  0.0869
C -21.97 4.73 23.66  -0.1381
O -16.25 -1.40 25.47  -0.0183
C -18.86 3.22 21.35  -0.6284
C -16.05 -0.98 24.12  -0.0271
H -15.82 4.44 15.14  0.1127
H -15.50 -1.14 28.10  0.0968
H -19.97 -2.41 20.19  0.1144
H -13.03 5.20 24.65  0.1232
O -23.29 2.61 18.89  -0.1818
H -14.48 0.65 21.84  0.1235
O -18.69 -1.10 17.80  -0.0500
H -13.66 3.03 18.99  0.1009
C -19.30 6.47 15.75  -0.1453
H -18.46 6.12 22.91  0.0774
O -19.95 5.21 16.11  -0.1569
C -21.13 -0.23 21.88  -0.1608
C -21.79 -1.43 21.13  -0.1270
H -19.38 2.76 23.83  0.0996
O -17.93 0.12 25.68  0.0935
O -20.22 -0.02 16.86  -0.0018
H -16.76 -0.66 18.27  0.0948
H -22.19 -1.02 20.21  0.0943
H -17.29 -0.32 13.90  0.1193
O -18.16 3.99 27.80  0.0016
C -24.09 1.38 20.81  -0.1277
C -13.33 2.34 21.08  -0.1755
C -15.24 4.82 24.46  -0.1576
H -15.35 9.21 19.91  0.1019
H -22.01 1.95 20.34  0.0551
C -17.28 -0.39 15.03  0.0115
C -24.75 2.52 18.73  -0.2120
O -23.35 2.99 24.29  -0.1321
H -14.02 6.47 25.26  0.1089
H -20.86 0.50 21.17  0.0483
H -20.26 8.41 15.85  0.1071
C -16.00 7.48 18.70  -0.1806
H -24.02 0.33 20.59  0.0899
H -24.90 2.01 17.76  0.1160
H -18.85 7.67 23.58  0.0999
H -21.39 3.12 24.95  0.1001
H -16.76 -0.20 23.83  0.0775
H -15.97 3.52 19.33  0.1330
C -16.93 1.94 15.60  -0.5935
H -13.03 4.34 26.88  0.1487
C -17.17 -0.69 26.18  -0.5737
O -15.94 4.01 25.43  -0.1860
C -14.64 9.33 17.84  -0.1306
H -21.88 8.61 21.19  0.1191
O -17.42 6.04 28.20  -0.0288
H -14.61 5.22 27.22  0.0924
C -19.31 3.18 27.38  0.0207
H -17.58 3.00 24.32  0.0895
H -17.39 -2.32 18.94  0.0902
C -20.80 1.22 16.36  -0.0034
H -20.12 4.94 19.25  0.1060
H -18.81 4.14 18.35  0.0700
C -17.26 7.43 27.83  -0.0205
H -21.81 1.01 15.95  0.1002
H -15.03 4.14 23.64  0.0940
H -13.63 9.21 17.51  0.0905
C -14.99 8.52 19.15  -0.1378
O -18.57 4.10 20.35  -0.0043
H -18.24 6.41 15.93  0.0872
O -19.63 7.48 19.75  0.1114
H -16.77 -1.27 15.41  0.0913
H -18.92 2.20 27.51  0.0743
C -21.43 6.95 16.82  -0.1595
H -15.82 6.50 19.21  0.1268
H -24.77 4.34 24.22  0.1108
C -22.95 5.31 24.73  -0.1412
C -20.03 -0.86 22.75  -0.1606
H -14.35 2.88 25.56  0.0953
C -15.55 8.66 16.82  -0.2349
H -20.03 3.17 19.14  0.0532
O -18.15 3.56 22.38  -0.0057
H -16.06 -1.84 23.47  0.0973
H -22.46 5.54 25.68  0.1059
H -15.82 4.71 16.90  0.0893
H -17.08 7.31 23.11  0.0936
C -20.07 7.57 16.53  -0.1487
H -17.41 4.31 16.11  0.0712
H -25.88 1.03 19.75  0.1013
C -25.31 1.91 19.98  -0.1589
C -19.10 0.14 17.52  -0.7046
H -20.16 1.58 15.50  0.0981
C -22.98 2.33 20.36  -0.1187
O -18.25 7.69 21.50  0.0025
H -21.88 6.94 20.42  0.0962
H -16.23 7.68 28.20  0.1054
C -18.30 5.27 27.53  -0.6143
C -13.84 3.32 20.00  -0.1247
C -14.89 3.49 26.23  -0.1998
C -23.94 4.15 24.86  -0.1964
H -21.87 0.25 22.60  0.1202
H -19.07 -0.40 22.53  0.0893
H -15.04 -0.56 24.14  0.0887
H -22.55 -1.98 21.69  0.1127
H -21.77 4.80 16.95  0.1252
H -19.59 7.84 17.47  0.0798
H -24.25 1.49 21.88  0.0994
H -25.88 2.73 20.41  0.1096
O -20.38 7.29 21.87  -0.0373
C -14.00 5.38 25.17  -0.1677
H -12.59 1.63 20.70  0.1029
H -18.15 1.66 23.19  0.0812
H -17.43 7.59 26.79  0.0749
H -20.17 3.42 27.99  0.1054
C -14.59 1.75 21.64  -0.2313
O -16.07 2.78 16.23  -0.0170
O -17.41 -1.20 27.38  -0.0131
O -18.60 1.15 17.89  0.1517
H -14.82 2.20 22.63  0.1045
H -17.06 7.80 18.87  0.1155
O -16.43 0.69 15.58  -0.0281
O -19.85 -2.23 22.29  -0.1554
H -20.96 5.20 23.61  0.1171
H -20.85 1.98 17.17  0.0866
H -24.20 3.92 25.90  0.1230

=====

# 3
Formula: C6H16OP
Source: the Open Molecules 2025 dataset
Level of theory: ωB97M-V/def2-TZVPD

The calculation puts the relative energy (zero: lowest compared OMol25 entry of this formula, charge and spin) at 58.25 kcal/mol. The LUMO energy is -0.148 Ha. Its net charge is +1.

Each line ends with the Löwdin charge.
Geometry (Å):
H -1.27 0.08 2.26  0.0551
H 1.35 1.48 -1.19  0.1443
H 0.62 0.38 2.25  0.0279
H -0.42 -2.92 -0.01  0.0615
H 2.85 -0.08 -2.28  0.0694
C 1.85 0.66 -0.56  -0.2755
H -0.90 -2.07 -1.55  0.0560
C -1.61 0.83 -0.59  -0.4087
H -1.53 2.53 0.63  0.0993
H -1.61 0.59 -1.59  0.0568
P -0.36 -0.42 0.05  1.0233
H 1.88 -1.39 -1.65  0.1173
H -0.38 2.47 -0.64  0.0400
C -1.40 2.26 -0.44  -0.1298
C -0.98 -2.08 -0.45  -0.2244
O 2.35 0.83 0.65  0.0549
H -2.23 2.64 -1.00  0.0970
H 2.31 1.70 0.98  0.1220
H -0.04 -1.24 2.61  0.0903
C 2.46 -0.42 -1.36  -0.0888
H -1.97 -2.35 -0.26  0.0314
H 3.32 -0.87 -0.77  0.1173
H -2.55 0.57 -0.20  0.0815
C -0.24 -0.28 1.96  -0.2181

=====

# 4
Formula: C2H4FNO2
Source: the Open Molecules 2025 dataset
Level of theory: ωB97M-V/def2-TZVPD

The calculation puts the relative energy (zero: lowest compared OMol25 entry of this formula, charge and spin) at 77.17 kcal/mol. The LUMO energy is 0.029 Ha.

Each line ends with the Löwdin charge.
Geometry (Å):
N -0.97 0.70 -0.98  0.0468
C 0.26 0.18 0.90  -0.4265
C 1.06 -1.07 0.55  -0.1327
H -0.42 1.60 -0.76  0.0838
H -1.60 0.74 -0.17  0.0372
H -1.50 0.64 -1.82  0.0413
O 0.37 1.29 1.28  0.1475
F 1.24 -1.51 -0.86  -0.0629
O -0.28 -1.07 0.82  0.1406
H 1.85 -1.51 1.05  0.1248

=====

# 5
Formula: C28H18Br2N3OPdS
Source: the Open Molecules 2025 dataset
Level of theory: ωB97M-V/def2-TZVPD

The calculation puts the relative energy (zero: lowest compared OMol25 entry of this formula, charge and spin) at 3.51 kcal/mol. The LUMO energy (spin up / spin down) is 0.063 / 0.063 Ha. Its net charge is -1.

Each line ends with the Löwdin charge.
Geometry (Å):
C -3.62 4.40 -0.57  -0.1785
C -1.15 -0.81 -2.04  -0.4336
H 2.30 1.93 -2.69  0.1075
C 3.57 0.09 3.73  -0.0910
N -3.59 2.40 -2.30  0.0221
C 0.10 1.16 0.57  -0.1481
Br 1.91 -4.39 -1.18  0.7164
H 3.82 -0.35 4.68  0.0963
H -3.28 -2.17 1.82  0.0916
C -1.53 -3.40 1.93  -0.1003
C -0.14 -3.43 1.88  -0.1014
C -1.49 -1.02 1.63  -0.0227
C 3.00 -0.08 -2.28  -0.0644
C 4.16 1.48 1.86  -0.0857
C -2.66 3.46 -2.44  -0.9861
N 0.74 0.66 -2.38  0.0696
C -4.24 2.20 -1.14  -0.1039
S -1.74 3.56 -3.87  0.5034
C -4.26 3.18 -0.20  -0.0766
C 1.99 0.42 1.93  -0.1708
C -2.20 -2.20 1.81  -0.1130
H 3.34 -2.13 -1.79  0.0700
C 2.61 -1.35 -1.97  -0.0423
Pd -0.86 2.38 -1.91  0.5647
C -0.63 -3.15 -1.45  -0.2013
N -2.89 4.57 -1.62  0.0412
C 0.73 -2.94 -1.54  -0.6481
H 4.05 0.18 -2.37  0.0992
H 0.39 -4.37 1.94  0.0946
C 2.02 0.91 -2.47  -0.1463
C 0.57 -2.25 1.71  -0.0580
H -3.75 5.27 0.06  0.1013
C -0.49 2.04 -0.11  -0.1071
O -1.95 0.14 -2.27  -0.1407
C 0.64 0.23 1.34  -0.1472
H -4.72 1.24 -1.03  0.1258
H -3.41 1.60 -2.90  0.1048
H -2.08 -4.33 2.05  0.0985
H -1.00 -4.13 -1.18  0.0920
C 2.33 -0.14 3.16  -0.0399
C -1.53 -2.12 -1.69  -0.6060
Br -3.39 -2.47 -1.52  0.7288
H -2.01 -0.08 1.50  0.1172
H 2.64 1.71 0.35  0.1036
H -4.79 3.07 0.73  0.0858
H 1.61 -0.77 3.68  0.1126
C 2.92 1.25 1.30  -0.0243
H 5.47 1.08 3.52  0.0927
H 4.87 2.12 1.35  0.0980
C 0.32 -0.60 -2.10  -0.1300
C 1.24 -1.66 -1.87  -0.2018
C -0.10 -1.03 1.60  -0.1766
C 4.50 0.90 3.08  -0.1071
H 1.65 -2.28 1.64  0.1151

=====

Energy for every record listed, in sequence, given in eV: -19636.290 -100375.119 -17808.933 -10438.192 -190245.724.